The following is a quantum chemistry calculation of C46H38N13W as an isolated structure, from OMol25.

Net charge: +3
Expectation value of S²: 2.030
HOMO (spin up / spin down), eV: -14.52 / -15.03
2S+1: 3
LUMO level (spin up / spin down), Eh: -0.33199 / -0.35540

Last column: Mulliken spin population.
CARTESIAN COORDINATES (ANGSTROEM)
W 0.07757 0.72298 0.00223  1.2256
C 3.99377 2.31518 -1.56647  -0.0115
C 2.74827 2.31388 -0.98357  0.0580
N 2.15057 1.18278 -0.51177  -0.0508
C 2.98017 0.06838 -0.52157  0.0704
C 4.24427 0.12488 -1.12907  -0.0236
N 4.72597 1.20588 -1.68457  0.0367
C 2.47677 -1.07812 0.19593  0.0315
C 3.15467 -2.28722 0.25443  -0.0036
C 2.69747 -3.33372 1.05653  0.0225
C 1.61487 -3.00512 1.88313  -0.0086
C 0.91177 -1.82072 1.73573  0.0810
N 1.26747 -0.86142 0.82083  0.0423
C -0.25803 -1.57412 2.57883  -0.0201
C -0.79423 -2.52532 3.46793  0.0087
N -1.80203 -2.24882 4.25993  -0.0041
C -2.30913 -1.02952 4.22873  0.0093
C -1.82843 -0.08812 3.32213  0.0096
N -0.83203 -0.36402 2.49023  0.0304
C 3.27437 -4.68042 1.02433  0.0073
C 2.69137 -5.73972 1.73193  0.0071
C 3.24527 -7.00912 1.63573  -0.0035
N 4.29587 -7.25422 0.88713  0.0094
C 4.86467 -6.28932 0.20273  -0.0037
C 4.39107 -4.98482 0.23653  0.0085
H 4.42737 3.22318 -1.95357  0.0000
H 2.21327 3.24738 -0.90807  0.0028
H 4.89227 -0.73742 -1.16337  0.0008
H 4.04947 -2.39672 -0.33007  -0.0022
H 1.31657 -3.68382 2.65853  -0.0013
H -0.42473 -3.53682 3.54663  0.0003
H -3.10983 -0.81342 4.91853  0.0002
H -2.25893 0.90018 3.26893  -0.0003
H 1.81467 -5.60842 2.34383  0.0009
H 2.82557 -7.84982 2.17013  0.0000
H 5.72127 -6.56362 -0.39587  0.0000
H 4.90177 -4.23832 -0.34657  0.0008
C 1.21377 3.23748 3.52003  -0.0096
C 1.23177 2.24988 2.53173  0.0335
N 0.19167 1.98748 1.73563  -0.0062
C -0.94063 2.74978 1.91853  0.0305
C -1.02323 3.81358 2.85203  -0.0193
C 0.09637 4.02558 3.68733  0.0218
C -2.20293 4.58948 2.88023  0.0289
C -3.20413 4.35788 1.97223  -0.0120
C -3.13453 3.29468 1.06213  0.0282
C -2.04813 2.44028 1.07823  0.0389
N -1.88153 1.23008 0.38353  0.0571
C -2.90923 0.29908 0.45363  -0.0685
C -4.20583 0.47188 0.91993  0.0581
C -5.12483 -0.58202 0.90013  -0.0251
C -4.78623 -1.82762 0.43453  0.0566
C -3.46403 -2.07972 0.02403  -0.0224
C -3.00543 -3.33532 -0.41377  0.0228
C -1.68053 -3.47962 -0.74917  -0.0110
C -0.81163 -2.39702 -0.61747  0.0416
N -1.20593 -1.18872 -0.22047  0.0116
C -2.52173 -1.01412 0.06073  0.0536
H 2.08727 3.38078 4.13573  0.0004
H 2.12297 1.64658 2.38603  0.0080
H 0.06717 4.79978 4.43773  -0.0008
H -2.29143 5.38168 3.60693  0.0002
H -4.08393 4.98138 1.97333  0.0003
H -3.92783 3.16428 0.34403  -0.0010
H -4.52883 1.41838 1.31863  0.0052
H -6.12393 -0.39582 1.26183  0.0000
H -5.51213 -2.62282 0.39403  -0.0002
H -3.69783 -4.16132 -0.48247  -0.0012
H -1.29593 -4.42242 -1.10047  0.0004
H 0.23887 -2.53562 -0.85327  -0.0014
N -0.42303 6.54048 -3.05737  0.0012
C -0.32583 5.38378 -2.41747  0.0013
C -0.56043 4.14668 -3.05577  -0.0032
C -0.41913 2.97038 -2.37197  0.0076
N -0.08223 2.87058 -1.06587  0.0321
C 0.16307 4.06088 -0.45817  -0.0031
C 0.04837 5.28418 -1.05967  0.0002
H -0.65913 6.56948 -4.03567  -0.0001
H -0.24203 7.41788 -2.59527  -0.0001
H -0.84843 4.13048 -4.09447  0.0001
H -0.56293 2.04518 -2.90887  0.0095
H 0.50977 4.04408 0.56523  0.0016
H 0.24367 6.17658 -0.48877  0.0004
C 1.49167 -2.36822 -4.78737  0.0002
C 0.65557 -1.49342 -3.94697  0.0108
C -0.67753 -1.15672 -4.07567  -0.0022
C -0.98013 -0.32062 -3.00207  0.0229
N 0.11177 -0.13712 -2.23117  0.0286
N 1.09317 -0.87592 -2.82827  0.0120
C -2.31503 0.29118 -2.76597  0.0196
H 1.05187 -2.44702 -5.77847  0.0001
H 1.53147 -3.37272 -4.36447  0.0005
H 2.50757 -1.99162 -4.87517  0.0003
H -1.35223 -1.45042 -4.85197  0.0003
H 2.05657 -0.81542 -2.52867  -0.0003
H -2.62213 0.84048 -3.65727  0.0019
H -2.32553 0.96998 -1.91117  0.0063
H -3.05743 -0.49342 -2.61377  0.0014